The following is a DFT calculation (ωB97M-V with the def2-TZVPD basis set) of a structure of composition C4H3N2O2 at a distorted geometry.

Geometry as XYZ:
```
11
Properties=species:S:1:pos:R:3:forces:R:3:mulliken_charge:R:1
C 0.026 0.044 0.895 0.22 0.09 -0.27 -0.301
C 1.034 1.019 0.327 -0.12 -0.78 -0.56 0.611
C 1.172 -0.166 -0.783 0.97 -0.05 0.85 0.497
C 2.632 -0.195 0.012 -1.47 -1.47 -1.75 0.262
N 0.969 1.147 -1.088 -0.12 1.08 -0.58 -0.370
N -0.001 -0.788 -0.080 -0.19 -0.19 0.42 -0.059
O 3.494 -0.960 -0.128 0.64 0.08 0.38 -0.336
O 2.388 0.859 0.764 0.32 1.30 1.29 -0.254
H -0.464 0.034 1.858 -0.12 -0.15 0.12 0.419
H 0.154 1.516 -1.565 -0.07 -0.04 0.07 0.289
H -0.538 -1.628 -0.286 -0.06 0.14 0.03 0.243
```
Forces are in eV/Å.

Summary:
- HOMO energy (eV) = -15.59
- frontier orbital gap (eV) = 9.253
- charge = +1
- 2S+1 = 1
- ΔE to the lowest compared entry with this formula, charge and spin (kJ/mol) = 312.1

The following is a DFT calculation (ωB97M-V with the def2-TZVPD basis set) of a structure of composition C20H28BN10SZn at a distorted geometry.

Geometry as XYZ:
```
61
Properties=species:S:1:pos:R:3:forces:R:3:mulliken_charge:R:1
Zn 12.440 6.820 7.280 -0.48 0.00 0.85 -0.403
C 11.168 5.378 10.707 -1.03 0.06 0.32 -1.160
C 12.336 6.286 10.577 1.13 0.32 1.20 0.728
C 13.127 6.757 11.664 0.19 0.65 -1.84 -1.392
C 14.013 7.674 11.071 -1.96 -2.43 0.91 -0.206
N 13.828 7.665 9.765 -1.00 0.70 -0.42 0.915
N 12.759 6.829 9.437 0.64 0.82 -0.73 -0.668
B 14.482 8.665 8.777 -0.11 -1.88 -1.08 0.341
N 13.431 9.478 7.996 -1.76 0.64 0.16 0.791
C 13.024 10.763 8.205 -0.90 -0.48 -0.67 -0.397
C 11.976 11.036 7.308 0.96 -1.07 -0.13 -1.161
C 11.753 9.831 6.559 1.34 1.20 1.86 0.450
C 10.873 9.786 5.322 -0.43 -0.47 1.62 -1.127
N 12.572 8.875 7.086 0.01 0.90 -0.88 -0.254
N 15.206 7.733 7.744 0.20 -1.92 -1.58 0.682
C 16.516 7.363 7.581 -0.35 0.03 0.32 0.060
C 16.650 6.186 6.839 -1.93 1.68 0.96 -1.254
C 15.290 5.885 6.528 0.94 -0.24 -1.52 0.642
C 14.843 4.961 5.425 0.53 -0.23 -0.29 -1.253
N 14.440 6.755 7.030 0.93 1.16 1.22 -0.170
N 15.548 9.614 9.412 1.39 0.19 0.74 0.491
C 15.968 10.845 9.007 -1.84 -0.29 -0.75 -0.114
C 17.044 11.248 9.789 2.36 -0.57 1.91 -1.047
C 17.393 10.148 10.599 -0.55 1.00 -1.48 0.632
C 18.606 9.918 11.440 -0.12 -0.09 0.77 -1.100
N 16.465 9.164 10.356 -1.24 -0.56 -0.82 -0.712
H 10.268 6.008 10.561 0.23 -0.41 -0.05 0.193
H 11.046 4.950 11.737 0.48 0.35 -1.01 0.346
H 11.141 4.586 9.954 0.07 0.08 0.18 0.306
H 13.062 6.392 12.660 0.01 0.14 0.57 0.437
H 14.766 8.265 11.450 1.25 0.89 1.12 0.778
H 13.451 11.325 9.046 -0.37 -0.07 -0.75 0.829
H 11.487 11.965 7.081 -0.01 0.22 0.30 0.495
H 10.056 10.503 5.475 0.44 0.18 -0.17 0.348
H 10.327 8.833 5.301 0.62 -0.05 -0.75 0.197
H 11.474 10.079 4.455 -0.36 -0.50 -0.03 0.339
H 17.259 8.024 8.020 0.07 -0.39 -0.14 0.442
H 17.533 5.680 6.517 0.21 -0.07 -0.07 0.446
H 14.868 3.904 5.700 0.07 0.11 0.06 0.314
H 15.519 5.091 4.539 -0.58 -0.10 0.83 0.335
H 13.835 5.204 5.098 -0.09 0.01 0.02 0.277
H 15.425 11.375 8.194 0.74 -0.44 0.69 0.806
H 17.620 12.168 9.820 -0.44 -0.01 -0.47 0.458
H 19.464 9.670 10.783 -0.47 -0.11 0.34 0.287
H 18.505 9.158 12.284 -0.08 0.94 -1.40 0.338
H 18.840 10.894 11.873 0.20 -0.16 0.18 0.374
C 7.330 5.303 5.817 0.25 0.86 -0.57 -0.837
N 7.634 6.372 6.774 2.34 0.43 0.95 0.046
C 6.914 7.657 6.792 -0.46 0.99 0.77 -0.575
C 7.816 8.587 7.660 -0.74 0.24 -0.37 -0.490
N 9.044 7.846 7.671 -0.09 -0.44 0.05 0.009
C 8.941 6.626 7.171 -0.77 -0.05 -0.92 0.509
S 10.338 5.626 6.929 -0.09 -0.06 -0.12 -0.403
H 8.169 4.575 5.837 -0.78 0.46 -0.15 0.316
H 7.272 5.848 4.831 -0.09 -1.12 0.62 0.315
H 6.376 4.834 6.082 0.31 0.07 -0.20 0.291
H 5.916 7.672 7.253 0.31 -0.78 -0.15 0.344
H 6.766 8.105 5.814 0.27 -0.41 -0.52 0.342
H 7.370 8.666 8.673 0.50 0.35 -0.56 0.336
H 8.013 9.563 7.158 -0.55 -0.51 0.70 0.239
H 9.918 8.227 7.937 0.65 0.23 0.37 -0.099
```
Forces are in eV/Å.

Summary:
- HOMO energy (alpha / beta) (eV) = -14.08 / -14.08
- frontier orbital gap (alpha / beta) (eV) = 8.295 / 4.108
- charge = +2
- 2S+1 = 2

The following is a DFT calculation (ωB97M-V with the def2-TZVPD basis set) of the ion C3H8N3 with charge +1 at a distorted geometry.

Geometry as XYZ:
```
14
Properties=species:S:1:pos:R:3:forces:R:3:mulliken_charge:R:1
C 1.360 0.599 0.451 3.50 0.63 2.08 0.013
C -0.587 0.820 -0.665 -0.39 -1.25 -1.52 -0.484
C -0.430 -0.748 -0.380 1.73 2.42 -0.58 0.085
N 0.629 1.435 -0.180 -1.48 -2.00 0.60 -0.059
N 0.938 -0.611 0.480 -1.27 -2.74 -1.76 -0.235
N -1.482 -1.201 0.393 -0.14 -0.65 0.38 -0.595
H 2.323 0.826 1.042 -1.50 0.12 -1.41 0.357
H -0.611 1.090 -1.780 -0.97 -0.48 1.77 0.352
H -1.456 0.976 0.003 0.25 1.20 -1.02 0.266
H -0.342 -1.339 -1.334 0.49 0.34 1.27 0.378
H 0.883 2.332 -0.338 0.68 3.42 -0.39 0.127
H 1.660 -1.323 0.428 -0.33 -0.20 0.60 0.291
H -1.238 -2.150 0.608 -0.74 -0.75 0.37 0.259
H -1.645 -0.704 1.272 0.18 -0.04 -0.41 0.245
```
Forces are in eV/Å.

Summary:
- HOMO energy (eV) = -14.70
- SMILES = N[C@H]1CNC=[NH+]1
- frontier orbital gap (eV) = 11.288
- charge = +1
- 2S+1 = 1
- ΔE to the lowest compared entry with this formula, charge and spin (kJ/mol) = 140.5

The following is a DFT calculation (ωB97M-V with the def2-TZVPD basis set) of a cluster of 2 separate species, C4H12 in total at a distorted geometry.

Geometry as XYZ:
```
16
Properties=species:S:1:pos:R:3:forces:R:3:mulliken_charge:R:1
C -2.329 0.556 0.455 1.41 3.82 -1.90 -0.829
C -2.564 -0.792 -0.095 1.03 -1.40 0.98 -0.644
H -2.965 1.249 -0.086 -0.50 0.33 0.11 0.269
H -2.470 0.791 1.460 -0.64 -0.37 1.92 0.356
H -1.351 1.116 0.261 -0.58 -1.48 0.00 0.149
H -3.402 -0.750 -0.798 -0.10 -0.63 0.60 0.279
H -1.679 -1.051 -0.693 -0.32 -0.51 0.27 0.201
H -2.648 -1.465 0.831 -0.27 0.24 -1.97 0.221
C 2.686 -0.714 -0.302 -8.96 2.58 -1.08 -0.967
C 2.259 0.772 0.034 -3.90 -1.78 -0.52 -0.741
H 3.554 -0.953 -0.059 8.00 -1.57 2.04 0.479
H 2.051 -1.437 0.244 -0.10 0.24 -0.71 0.238
H 2.538 -0.739 -1.381 0.14 -0.76 0.09 0.237
H 1.696 1.043 0.980 1.10 -0.83 -0.76 0.247
H 1.505 1.080 -0.782 1.28 -0.23 1.11 0.181
H 3.119 1.294 -0.068 2.42 2.36 -0.17 0.324
```
Forces are in eV/Å.

Summary:
- HOMO energy (eV) = -11.21
- SMILES = CC.CC
- frontier orbital gap (eV) = 12.306
- 2S+1 = 1
- ΔE to the lowest compared entry with this formula, charge and spin (kJ/mol) = 171.3